No. 1
{"formula": "C15H46BrN2O7PSSi", "method": "wB97M-V/def2-TZVPD", "symbols": ["H", "N", "C", "C", "C", "Si", "N", "S", "P", "O", "Br", "H", "H", "H", "H", "H", "H", "H", "H", "H", "C", "C", "O", "H", "H", "H", "H", "H", "H", "C", "C", "O", "H", "H", "H", "H", "H", "H", "C", "C", "O", "H", "H", "H", "H", "H", "H", "C", "C", "O", "H", "H", "H", "H", "H", "H", "C", "C", "O", "H", "H", "H", "H", "H", "H", "C", "C", "O", "H", "H", "H", "H", "H", "H"], "coordinates": [[-2.790, 0.148, 3.373], [-2.987, 1.131, 3.550], [-2.673, 1.419, 4.749], [-2.938, 2.825, 5.207], [-2.071, 0.375, 5.684], [-2.091, 0.716, 7.529], [-3.662, 1.246, 8.067], [-1.500, -1.071, 8.567], [-0.624, 2.372, 7.997], [0.763, 1.551, 7.670], [-0.795, 2.304, 10.222], [-2.339, 3.148, 6.050], [-3.984, 2.929, 5.484], [-2.753, 3.503, 4.379], [-2.650, -0.540, 5.554], [-1.068, 0.136, 5.332], [-4.143, 0.475, 8.513], [-4.252, 1.546, 7.304], [-2.221, -0.922, 9.678], [1.378, 2.167, 7.274], [-2.829, -0.740, -0.041], [-1.908, 0.404, -0.423], [-2.264, 1.615, 0.237], [-3.861, -0.492, -0.289], [-2.551, -1.654, -0.567], [-2.784, -0.928, 1.036], [-1.967, 0.592, -1.491], [-0.867, 0.148, -0.181], [-2.204, 1.450, 1.184], [0.606, 6.564, 6.994], [-0.687, 6.152, 6.317], [-1.659, 5.693, 7.248], [1.012, 5.732, 7.571], [1.350, 6.882, 6.262], [0.434, 7.393, 7.685], [-0.512, 5.316, 5.639], [-1.092, 6.981, 5.726], [-1.850, 6.407, 7.862], [2.372, -0.554, 0.678], [2.081, -1.416, 1.893], [0.684, -1.520, 2.155], [1.953, 0.443, 0.810], [3.446, -0.463, 0.510], [1.923, -0.989, -0.219], [2.517, -0.975, 2.788], [2.513, -2.414, 1.766], [0.270, -1.915, 1.382], [0.375, -0.384, -4.568], [0.067, -1.225, -3.346], [-1.336, -1.330, -3.100], [-0.037, 0.619, -4.449], [1.452, -0.303, -4.724], [-0.062, -0.830, -5.461], [0.489, -0.775, -2.448], [0.498, -2.226, -3.458], [-1.738, -1.734, -3.873], [0.793, -2.563, -9.464], [1.198, -2.979, -8.063], [0.288, -2.471, -7.081], [0.746, -1.477, -9.540], [1.506, -2.937, -10.198], [-0.197, -2.956, -9.713], [2.176, -2.573, -7.813], [1.260, -4.065, -7.985], [-0.580, -2.835, -7.276], [5.156, -3.928, -10.841], [4.770, -4.780, -9.646], [3.356, -4.882, -9.489], [4.731, -2.929, -10.748], [6.239, -3.840, -10.926], [4.778, -4.367, -11.767], [5.137, -4.332, -8.724], [5.209, -5.779, -9.731], [3.000, -5.292, -10.281]], "mulliken_charge": [0.138, -0.705, 0.797, -1.089, -0.650, 0.217, -0.515, -0.309, 0.433, -0.492, -0.300, 0.038, 0.282, 0.397, 0.433, 0.378, 0.224, 0.270, 0.116, 0.316, -1.035, 0.309, -0.566, 0.289, 0.340, 0.254, 0.187, -0.105, 0.291, -1.047, -0.177, -0.467, 0.245, 0.327, 0.323, 0.246, 0.323, 0.262, -0.773, -0.282, -0.479, 0.260, 0.381, 0.083, 0.291, 0.256, 0.263, -0.847, 0.004, -0.454, 0.304, 0.318, 0.100, 0.073, 0.293, 0.250, -1.073, -0.140, -0.450, 0.276, 0.317, 0.344, 0.220, 0.219, 0.254, -0.993, -0.289, -0.439, 0.254, 0.355, 0.313, 0.288, 0.253, 0.273], "homo_lumo_gap_ha": 0.322, "largest_force_ev_per_a": 0.65, "smiles": "[H]/N=C(/C)C[Si@@](N)(S)P(O)Br.CCO.CCO.CCO.CCO.CCO.CCO"}


No. 2
{"formula": "C15H46N2O15", "method": "wB97M-V/def2-TZVPD", "symbols": ["N", "C", "N", "O", "H", "H", "H", "H", "O", "C", "C", "O", "H", "H", "H", "H", "H", "H", "O", "C", "C", "O", "H", "H", "H", "H", "H", "H", "O", "C", "C", "O", "H", "H", "H", "H", "H", "H", "O", "C", "C", "O", "H", "H", "H", "H", "H", "H", "O", "C", "C", "O", "H", "H", "H", "H", "H", "H", "O", "C", "C", "O", "H", "H", "H", "H", "H", "H", "O", "C", "C", "O", "H", "H", "H", "H", "H", "H"], "coordinates": [[0.058, 4.116, 2.505], [0.254, 4.523, 3.744], [-0.837, 4.925, 4.478], [1.392, 4.443, 4.215], [0.747, 3.942, 1.835], [-0.800, 4.432, 2.111], [-1.734, 5.085, 3.967], [-0.583, 5.511, 5.287], [-1.476, 1.385, 0.432], [-2.129, 1.195, 1.661], [-3.311, 2.145, 1.789], [-2.981, 3.502, 1.683], [-1.383, 0.619, -0.170], [-2.367, 0.155, 1.878], [-1.369, 1.481, 2.463], [-3.898, 2.113, 2.753], [-3.909, 1.867, 0.963], [-2.572, 3.607, 0.797], [0.487, -4.919, -0.613], [-0.030, -3.670, -1.085], [0.183, -2.514, -0.069], [-0.323, -1.284, -0.639], [-0.015, -5.714, -0.921], [0.525, -3.362, -1.997], [-1.117, -3.799, -1.377], [1.227, -2.545, 0.114], [-0.442, -2.716, 0.791], [0.446, -0.676, -0.532], [1.877, -0.132, 2.830], [3.209, -0.005, 3.124], [3.545, 1.328, 3.713], [2.489, 1.823, 4.525], [1.357, 0.382, 3.485], [3.632, -0.847, 3.754], [3.846, -0.031, 2.186], [3.729, 2.041, 2.931], [4.463, 1.144, 4.337], [2.532, 2.807, 4.491], [-3.986, -2.627, -1.672], [-3.795, -2.580, -3.113], [-2.379, -2.370, -3.579], [-1.813, -1.116, -3.136], [-3.239, -2.108, -1.317], [-4.208, -3.504, -3.525], [-4.419, -1.812, -3.497], [-2.391, -2.391, -4.648], [-1.742, -3.182, -3.214], [-1.130, -1.258, -2.440], [4.498, -3.093, 0.302], [5.049, -4.369, -0.086], [3.963, -5.319, -0.569], [3.015, -5.396, 0.555], [3.600, -3.269, 0.667], [5.813, -4.235, -0.874], [5.601, -4.713, 0.782], [4.285, -6.321, -0.845], [3.436, -4.849, -1.439], [2.102, -5.289, 0.181], [-5.042, 1.353, -4.171], [-3.620, 1.377, -4.182], [-3.036, 1.953, -2.896], [-3.025, 3.379, -2.897], [-5.403, 2.270, -4.069], [-3.348, 0.338, -4.202], [-3.311, 1.964, -5.042], [-2.051, 1.720, -2.710], [-3.628, 1.623, -2.017], [-2.499, 3.655, -3.640], [0.923, 3.116, -0.194], [1.745, 2.400, -1.070], [2.451, 1.312, -0.342], [1.531, 0.359, 0.160], [0.116, 2.598, -0.115], [1.121, 1.990, -1.920], [2.453, 3.139, -1.415], [2.957, 1.751, 0.534], [3.212, 0.861, -0.918], [1.471, 0.288, 1.131]], "mulliken_charge": [-0.107, 0.677, -0.434, -0.766, 0.138, 0.047, 0.211, 0.261, 0.215, -0.079, -0.681, -0.570, -0.023, 0.372, -0.007, 0.333, 0.297, 0.316, -0.549, -0.313, -0.233, -0.288, 0.297, 0.243, 0.121, 0.077, 0.316, 0.397, -0.540, -0.272, -0.348, -0.575, 0.285, 0.329, 0.186, 0.296, 0.263, 0.337, -0.562, -0.328, -0.511, -0.397, 0.300, 0.392, 0.295, 0.355, 0.245, 0.320, -0.512, -0.332, -0.407, -0.610, 0.311, 0.318, 0.276, 0.336, 0.212, 0.419, -0.563, -0.009, 0.007, -0.562, 0.296, -0.183, 0.394, 0.087, 0.156, 0.321, -0.553, -0.672, -0.223, -0.251, 0.198, 0.175, 0.438, -0.016, 0.398, 0.212], "homo_lumo_gap_ha": 0.372, "de_lowest_ev": 0.469, "largest_force_ev_per_a": 3.00, "smiles": "NC(N)=O.OCCO.OCCO.OCCO.OCCO.OCCO.OCCO.OCCO"}


No. 3
{"formula": "C15H48BNO5", "method": "wB97M-V/def2-TZVPD", "symbols": ["N", "H", "H", "H", "H", "B", "H", "H", "H", "H", "C", "C", "C", "O", "H", "H", "H", "H", "H", "H", "H", "H", "C", "C", "C", "O", "H", "H", "H", "H", "H", "H", "H", "H", "C", "C", "C", "O", "H", "H", "H", "H", "H", "H", "H", "H", "C", "C", "C", "O", "H", "H", "H", "H", "H", "H", "H", "H", "C", "C", "C", "O", "H", "H", "H", "H", "H", "H", "H", "H"], "coordinates": [[-21.485, 21.895, 5.726], [-22.266, 21.259, 5.657], [-21.554, 22.542, 4.954], [-20.560, 21.493, 5.660], [-21.452, 22.462, 6.561], [-23.803, 18.525, 6.321], [-23.404, 18.725, 5.338], [-24.615, 17.820, 6.234], [-23.079, 18.106, 7.002], [-24.173, 19.472, 6.681], [-21.256, 13.576, 5.507], [-22.061, 13.093, 6.720], [-21.680, 11.646, 7.143], [-21.785, 13.950, 7.728], [-21.595, 14.604, 5.384], [-21.510, 13.185, 4.522], [-20.173, 13.624, 5.624], [-23.130, 13.115, 6.506], [-22.196, 11.386, 8.066], [-20.642, 11.537, 7.458], [-21.899, 10.915, 6.364], [-21.937, 14.829, 7.373], [-24.370, 23.518, 1.469], [-23.779, 24.893, 1.894], [-24.468, 25.570, 3.019], [-22.475, 24.674, 2.353], [-25.409, 23.597, 1.150], [-24.296, 22.788, 2.275], [-23.894, 23.062, 0.601], [-23.741, 25.559, 1.033], [-25.541, 25.616, 2.833], [-24.148, 26.611, 3.068], [-24.410, 25.056, 3.978], [-21.984, 25.471, 2.141], [-29.546, 20.121, 6.159], [-29.071, 20.643, 4.762], [-30.066, 21.672, 4.207], [-27.916, 21.264, 5.104], [-29.733, 20.886, 6.913], [-28.770, 19.480, 6.577], [-30.427, 19.530, 5.908], [-28.894, 19.823, 4.066], [-29.892, 21.946, 3.166], [-30.183, 22.592, 4.779], [-31.094, 21.308, 4.231], [-27.345, 20.549, 5.393], [-24.667, 14.586, 0.740], [-24.630, 16.030, 1.109], [-24.797, 16.985, -0.092], [-25.633, 16.188, 2.050], [-24.645, 13.944, 1.620], [-23.829, 14.321, 0.095], [-25.612, 14.432, 0.219], [-23.665, 16.268, 1.555], [-24.069, 16.827, -0.887], [-24.610, 18.016, 0.209], [-25.795, 16.936, -0.527], [-25.170, 16.471, 2.842], [-24.670, 17.433, 12.389], [-25.321, 18.290, 11.327], [-26.411, 19.129, 11.891], [-24.296, 19.182, 10.855], [-25.391, 16.710, 12.770], [-24.204, 17.898, 13.258], [-23.789, 16.868, 12.085], [-25.655, 17.677, 10.490], [-25.996, 19.786, 12.655], [-27.268, 18.574, 12.272], [-26.830, 19.735, 11.087], [-24.238, 19.035, 9.908]], "nbo_charge": [-0.849, 0.499, 0.445, 0.448, 0.446, -0.865, -0.049, 0.001, -0.029, -0.049, -0.640, 0.107, -0.626, -0.708, 0.199, 0.208, 0.210, 0.150, 0.212, 0.206, 0.207, 0.475, -0.628, 0.088, -0.626, -0.743, 0.219, 0.209, 0.218, 0.161, 0.216, 0.207, 0.210, 0.470, -0.625, 0.102, -0.632, -0.718, 0.212, 0.203, 0.195, 0.159, 0.208, 0.214, 0.208, 0.473, -0.616, 0.094, -0.629, -0.721, 0.215, 0.198, 0.205, 0.149, 0.204, 0.206, 0.209, 0.485, -0.632, 0.080, -0.620, -0.743, 0.200, 0.210, 0.218, 0.175, 0.211, 0.206, 0.211, 0.485], "homo_lumo_gap_ha": 0.255, "de_lowest_ev": 2.402, "largest_force_ev_per_a": 4.73}


No. 4
{"formula": "C15H48N9O13", "method": "wB97M-V/def2-TZVPD", "symbols": ["N", "O", "O", "O", "C", "O", "N", "N", "H", "H", "H", "H", "C", "O", "N", "N", "H", "H", "H", "H", "C", "O", "N", "N", "H", "H", "H", "H", "C", "O", "C", "C", "N", "C", "C", "O", "C", "H", "H", "H", "H", "H", "H", "H", "H", "H", "H", "H", "H", "H", "H", "H", "C", "O", "C", "C", "N", "C", "C", "O", "C", "H", "H", "H", "H", "H", "H", "H", "H", "H", "H", "H", "H", "H", "H", "H", "O", "H", "H", "O", "H", "H", "O", "H", "H"], "coordinates": [[-4.709, -14.644, 12.741], [-5.883, -15.076, 12.779], [-4.197, -14.147, 13.656], [-4.098, -14.667, 11.663], [-7.829, -9.655, 13.559], [-7.745, -8.533, 13.139], [-8.339, -9.914, 14.650], [-7.392, -10.750, 12.945], [-8.667, -9.089, 15.131], [-8.336, -10.883, 14.936], [-6.857, -10.675, 12.091], [-7.426, -11.596, 13.495], [-8.579, -17.223, 8.954], [-8.987, -17.930, 8.093], [-9.129, -17.145, 10.124], [-7.555, -16.416, 8.867], [-8.733, -16.648, 10.908], [-9.851, -17.851, 10.133], [-7.267, -16.091, 9.779], [-7.006, -16.493, 8.023], [-4.481, -16.860, 17.879], [-4.703, -17.391, 18.924], [-3.842, -15.718, 17.815], [-4.823, -17.329, 16.723], [-3.478, -15.184, 18.592], [-3.706, -15.408, 16.863], [-5.385, -18.145, 16.915], [-4.761, -16.793, 15.869], [-5.191, -9.091, 22.091], [-4.594, -8.803, 20.817], [-4.928, -9.832, 19.847], [-3.938, -9.855, 18.638], [-2.538, -9.514, 18.947], [-1.613, -9.668, 17.722], [-1.292, -8.274, 17.039], [-0.834, -7.283, 17.993], [-0.342, -6.022, 17.515], [-5.426, -8.245, 22.738], [-4.513, -9.771, 22.608], [-6.152, -9.604, 22.087], [-5.918, -9.728, 19.402], [-4.739, -10.830, 20.243], [-4.278, -9.272, 17.782], [-4.011, -10.893, 18.314], [-2.467, -8.538, 19.195], [-2.094, -10.378, 17.049], [-0.729, -10.200, 18.075], [-2.130, -7.894, 16.453], [-0.505, -8.332, 16.287], [-1.222, -5.386, 17.417], [0.151, -6.188, 16.557], [0.224, -5.412, 18.219], [3.601, -13.230, 10.702], [2.972, -13.482, 11.947], [1.937, -12.631, 12.349], [1.135, -13.322, 13.372], [1.954, -13.545, 14.565], [1.213, -14.493, 15.375], [2.071, -15.213, 16.447], [3.103, -15.949, 15.884], [4.090, -16.367, 16.852], [3.994, -12.213, 10.681], [2.965, -13.525, 9.868], [4.387, -13.983, 10.643], [1.318, -12.343, 11.499], [2.304, -11.664, 12.693], [0.713, -14.240, 12.962], [0.273, -12.692, 13.590], [2.822, -13.883, 14.175], [0.593, -15.161, 14.776], [0.515, -13.811, 15.860], [1.368, -15.867, 16.962], [2.446, -14.556, 17.232], [4.563, -15.475, 17.263], [4.885, -16.931, 16.363], [3.469, -16.815, 17.627], [-3.077, -10.976, 10.824], [-3.527, -10.892, 9.983], [-3.214, -11.888, 11.080], [-2.011, -18.232, 10.912], [-2.114, -18.303, 11.861], [-2.403, -17.387, 10.690], [-8.589, -13.891, 16.218], [-7.913, -14.203, 15.617], [-9.386, -14.342, 15.938]], "mulliken_charge": [1.007, -0.687, -0.607, -0.705, 0.696, -0.694, -0.335, -0.341, 0.212, 0.165, 0.189, 0.117, 0.650, -0.656, -0.410, -0.371, 0.196, 0.216, 0.163, 0.214, 0.672, -0.678, -0.319, -0.398, 0.171, 0.126, 0.211, 0.215, -0.796, -0.312, -0.445, -0.611, -0.357, -0.612, -0.513, -0.361, -0.682, 0.274, 0.318, 0.312, 0.311, 0.331, 0.323, 0.335, 0.272, 0.324, 0.306, 0.310, 0.473, 0.278, 0.274, 0.247, -0.786, -0.306, -0.662, -0.593, -0.446, -0.613, -0.597, -0.321, -0.712, 0.299, 0.299, 0.249, 0.491, 0.307, 0.344, 0.377, 0.356, 0.384, 0.274, 0.404, 0.408, 0.303, 0.231, 0.308, -0.660, 0.301, 0.351, -0.655, 0.311, 0.343, -0.660, 0.338, 0.314], "total_charge": -1, "homo_lumo_gap_ha": 0.291, "largest_force_ev_per_a": 8.47}


- Number 2 is which compound?
  C15H46N2O15